# 1
Molecular formula: C49H40N6PdS
Method: DFT, ωB97M-V/def2-TZVPD

Structure (XYZ):
```
97
Properties=species:S:1:pos:R:3:lowdin_charge:R:1
Pd -0.234 -0.715 -0.683 0.97
C -3.065 2.437 -7.127 -0.09
C -3.524 2.821 -5.875 -0.08
C -3.007 2.227 -4.732 -0.03
C -2.023 1.248 -4.830 -0.21
C -1.561 0.872 -6.089 -0.03
C -2.084 1.459 -7.232 -0.08
C -1.477 0.618 -3.598 -0.04
C -2.304 -0.222 -2.886 -0.23
C -3.655 -0.572 -3.282 0.01
C -4.152 -1.373 -2.325 0.01
C -3.118 -1.526 -1.319 -0.23
C -3.268 -2.237 -0.151 -0.04
C -4.588 -2.868 0.116 -0.22
C -5.689 -2.071 0.420 -0.03
C -6.925 -2.649 0.673 -0.08
C -7.072 -4.028 0.621 -0.09
C -5.978 -4.828 0.319 -0.08
C -4.740 -4.251 0.074 -0.03
C -2.263 -2.401 0.858 -0.25
N -0.998 -1.908 0.785 0.01
C -0.383 -2.263 1.954 -0.24
C 0.966 -1.957 2.288 -0.05
C 1.467 -2.459 3.595 -0.21
C 2.434 -3.458 3.655 -0.03
C 2.899 -3.915 4.880 -0.08
C 2.405 -3.374 6.059 -0.09
C 1.437 -2.380 6.008 -0.07
C 0.967 -1.930 4.783 -0.05
C 1.843 -1.237 1.497 -0.22
C 3.212 -0.935 1.860 0.00
C 3.742 -0.224 0.848 0.00
C 2.701 -0.056 -0.143 -0.26
N 1.561 -0.687 0.277 0.03
C 2.837 0.706 -1.282 -0.08
C 1.801 0.977 -2.224 -0.25
C 1.931 1.813 -3.346 -0.02
C 0.707 1.800 -3.990 -0.02
C -0.125 0.943 -3.251 -0.24
N 0.542 0.444 -2.172 0.01
C 4.163 1.329 -1.534 -0.21
C 5.240 0.553 -1.951 -0.03
C 6.479 1.137 -2.177 -0.07
C 6.654 2.500 -1.982 -0.09
C 5.583 3.279 -1.565 -0.07
C 4.343 2.697 -1.347 -0.04
C -1.266 -3.003 2.763 -0.02
C -2.458 -3.083 2.073 -0.02
N -1.999 -0.845 -1.709 0.01
H -3.469 2.898 -8.019 0.10
H -4.287 3.584 -5.786 0.10
H -3.362 2.522 -3.752 0.13
H -0.794 0.111 -6.167 0.12
H -1.726 1.152 -8.206 0.10
H -4.135 -0.245 -4.190 0.12
H -5.124 -1.837 -2.285 0.12
H -5.565 -0.996 0.460 0.13
H -7.773 -2.020 0.911 0.10
H -8.036 -4.479 0.816 0.10
H -6.088 -5.904 0.274 0.10
H -3.883 -4.872 -0.157 0.12
H 2.815 -3.882 2.733 0.12
H 3.647 -4.697 4.913 0.10
H 2.772 -3.727 7.014 0.10
H 1.046 -1.954 6.923 0.10
H 0.203 -1.161 4.735 0.11
H 3.686 -1.230 2.781 0.11
H 4.736 0.185 0.772 0.12
H 2.822 2.344 -3.636 0.11
H 0.429 2.331 -4.884 0.11
H 5.100 -0.510 -2.102 0.13
H 7.309 0.524 -2.506 0.10
H 7.621 2.953 -2.154 0.10
H 5.713 4.343 -1.411 0.10
H 3.501 3.306 -1.029 0.10
H -1.035 -3.430 3.724 0.11
H -3.369 -3.566 2.385 0.11
C 2.443 4.108 1.343 -0.08
C 1.985 2.658 1.317 -0.23
N 0.595 2.506 0.902 0.02
C -0.482 2.013 1.549 -0.86
S -1.799 1.501 0.630 0.61
N -0.533 1.907 2.897 0.00
C 0.204 2.629 3.925 -0.23
C 1.134 1.737 4.740 -0.08
H 3.514 4.171 1.545 0.08
H 1.913 4.684 2.104 0.06
H 2.252 4.587 0.381 0.07
H 2.132 2.176 2.278 0.10
H 2.596 2.091 0.609 0.07
H 0.434 2.538 -0.095 0.10
H -1.400 1.482 3.183 0.11
H -0.535 3.079 4.593 0.12
H 0.734 3.462 3.473 0.09
H 0.559 1.056 5.370 0.06
H 1.768 2.339 5.393 0.08
H 1.773 1.127 4.100 0.06
```

## Properties
Spin multiplicity: 3
<S²>: 2.117
LUMO energy (spin up / spin down), eV: -0.595 / -2.403
HOMO (spin up / spin down), eV: -5.305 / -7.208


# 2
Molecular formula: C5H5F
Method: DFT, ωB97M-V/def2-TZVPD

Structure (XYZ):
```
11
Properties=species:S:1:pos:R:3:lowdin_charge:R:1
F 1.918 -0.069 -0.249 0.05
C 0.695 0.001 0.256 -0.43
C -0.056 1.178 0.057 -0.05
C -1.308 0.718 -0.158 -0.11
C -1.410 -0.663 -0.066 -0.16
C -0.256 -1.168 0.016 -0.05
H 0.804 -0.087 1.426 0.20
H 0.236 2.209 0.172 0.12
H -2.104 1.592 -0.055 0.15
H -2.383 -1.314 -0.062 0.15
H 0.196 -2.177 0.130 0.13
```

## Properties
Spin multiplicity: 1
SMILES: FC1C=CC=C1
LUMO energy, eV: 0.714
HOMO, eV: -9.019
Relative energy (zero: lowest compared OMol25 entry of this formula, charge and spin), kcal/mol: 31.5


# 3
Molecular formula: H14O7
Method: DFT, ωB97M-V/def2-TZVPD

Structure (XYZ):
```
21
Properties=species:S:1:pos:R:3:lowdin_charge:R:1
O -12.869 -1.904 -31.025 -0.04
H -12.221 -1.301 -31.362 0.01
H -12.475 -2.749 -31.113 -0.03
O -12.966 -0.199 -28.588 -0.13
H -13.956 0.034 -28.608 0.06
H -12.872 -0.814 -29.376 0.00
O -10.879 -3.526 -29.129 -0.06
H -10.550 -3.841 -29.964 -0.03
H -10.953 -4.390 -28.706 0.04
O -12.704 -4.626 -31.095 -0.05
H -12.512 -5.559 -31.180 0.07
H -13.583 -4.434 -30.725 0.09
O -10.178 -3.653 -31.786 -0.02
H -10.401 -2.789 -32.070 0.00
H -10.973 -4.151 -31.741 -0.02
O -14.930 0.144 -31.362 -0.06
H -15.754 0.308 -30.914 0.02
H -14.517 -0.726 -31.234 0.00
O -10.362 -0.669 -31.545 -0.05
H -10.211 -0.385 -30.601 0.10
H -10.325 0.159 -32.035 0.06
```

## Properties
Spin multiplicity: 1
SMILES: O.O.O.O.O.O.O
LUMO energy, eV: 0.114
HOMO, eV: -10.559
Relative energy (zero: lowest compared OMol25 entry of this formula, charge and spin), kcal/mol: 42.0


# 4
Molecular formula: C3H5NS
Method: DFT, ωB97M-V/def2-TZVPD

Structure (XYZ):
```
10
Properties=species:S:1:pos:R:3:lowdin_charge:R:1
C -1.737 -0.377 0.129 -0.05
C -0.257 -0.155 -0.129 -0.30
N 0.316 0.977 0.050 0.04
C 2.131 0.820 -0.138 -0.56
S 2.911 -0.585 0.034 0.65
H -2.295 -0.878 -0.659 0.08
H -1.672 -1.067 0.860 0.03
H -2.239 0.479 0.507 0.07
H 0.238 -0.988 -0.432 0.03
H 2.603 1.774 -0.221 0.00
```

## Properties
Spin multiplicity: 1
SMILES: C/C=N/C=S
LUMO energy, eV: -0.524
HOMO, eV: -8.925
Relative energy (zero: lowest compared OMol25 entry of this formula, charge and spin), kcal/mol: 54.7


What did we get for max |F|? Answer: 0.45; 7.48; 2.43; 4.12 eV/Å, in the order shown.
What did we get for E? Answer: -2745.8842; -293.2919; -535.0569; -570.1473 hartree, in the order shown.